1.
Formula: C3H6N2O
Source: the Open Molecules 2025 dataset
Level of theory: ωB97M-V/def2-TZVPD

Calculated values
E   -302.631749 a.u.
LUMO   0.0195 hartree
Molecular weight   86.09 g mol⁻¹
SMILES string   N#C[C@@H](N)CO
ΔE to the lowest compared entry with this formula, charge and spin   161.1 kJ/mol

```
! wB97M-V def2-TZVPD RIJCOSX def2/J DEFGRID3
* xyz 0 1
N -1.355 0.633 0.167
C -0.101 0.407 -0.543
C 1.067 -0.177 0.335
O 0.846 0.055 1.703
C -0.325 -0.516 -1.669
N -0.447 -1.323 -2.490
H -1.940 -0.193 0.210
H -1.163 0.960 1.108
H 0.216 1.372 -0.958
H 1.218 -1.241 0.109
H 2.002 0.334 0.087
H -0.018 -0.312 1.940
*
```

Here are the Löwdin charges for atoms 1 to 5, given in e: 0.04 -0.35 -0.21 -0.07 -0.19


2.
Formula: C3H6N2O
Source: the Open Molecules 2025 dataset
Level of theory: ωB97M-V/def2-TZVPD

Calculated values
E   -302.440970 a.u.
LUMO   0.0040 hartree
Molecular weight   86.09 g mol⁻¹
SMILES string   O/N=C/[C@@H]1CN1
ΔE to the lowest compared entry with this formula, charge and spin   662.0 kJ/mol

```
! wB97M-V def2-TZVPD RIJCOSX def2/J DEFGRID3
* xyz 0 1
C -0.765 0.414 0.211
C -0.216 0.169 -1.201
C -0.099 -1.293 -1.691
H -1.224 0.396 2.574
H -2.019 0.319 0.395
H -0.274 1.063 -1.951
H -0.291 -1.549 -2.727
H -0.553 -2.074 -0.992
H 1.418 -0.675 -0.228
N 0.330 0.807 1.114
N 1.093 -0.488 -1.198
O -0.067 0.569 2.451
*
```

Here are the Löwdin charges for atoms 1 to 5, given in e: -0.08 -0.37 -0.12 0.21 0.17


3.
Formula: C3H6N2O
Source: the Open Molecules 2025 dataset
Level of theory: ωB97M-V/def2-TZVPD

Calculated values
E   -302.612987 a.u.
LUMO   0.0355 hartree
Molecular weight   86.09 g mol⁻¹
SMILES string   C/N=C/NC=O
ΔE to the lowest compared entry with this formula, charge and spin   210.3 kJ/mol

```
! wB97M-V def2-TZVPD RIJCOSX def2/J DEFGRID3
* xyz 0 1
C -0.754 0.695 -1.563
N -0.304 0.044 -0.383
C 0.791 -0.564 -0.193
N 1.087 -0.651 1.153
C -0.101 -0.070 1.808
O -0.114 1.038 2.259
H -1.787 0.395 -1.754
H -0.143 0.512 -2.455
H -0.761 1.772 -1.354
H 1.498 -0.933 -0.949
H 1.538 -1.467 1.551
H -0.950 -0.771 1.882
*
```

Here are the Löwdin charges for atoms 1 to 5, given in e: -0.12 -0.05 -0.22 0.04 -0.33


4.
Formula: C3H6N2O
Source: the Open Molecules 2025 dataset
Level of theory: ωB97M-V/def2-TZVPD

Calculated values
E   -302.619889 a.u.
LUMO   0.0240 hartree
Molecular weight   86.09 g mol⁻¹
SMILES string   C=NCNC=O
ΔE to the lowest compared entry with this formula, charge and spin   192.2 kJ/mol

```
! wB97M-V def2-TZVPD RIJCOSX def2/J DEFGRID3
* xyz 0 1
C -0.428 1.153 2.078
N -0.450 1.461 0.845
C 0.244 0.428 0.088
N -0.423 -0.213 -1.019
C 0.295 -0.776 -2.042
O -0.162 -1.480 -2.917
H 0.652 -0.267 0.848
H -0.462 1.914 2.854
H -0.306 0.110 2.406
H 1.111 0.952 -0.323
H -1.414 -0.418 -0.980
H 1.375 -0.521 -2.006
*
```

Here are the Löwdin charges for atoms 1 to 5, given in e: -0.06 -0.01 -0.29 0.04 -0.36


Among the records above, which one has the lowest ΔE to the lowest compared entry with this formula, charge and spin?
number 1


What is the formula in the fourth record?
C3H6N2O


Look up the molecular weight of the first one.
86.09 g mol⁻¹